Formula: C22H27N3O2
Source: the Open Molecules 2025 dataset
Level of theory: ωB97M-V with the def2-TZVPD basis set

The geometry in XYZ format:
```
54
Properties=species:S:1:pos:R:3:forces:R:3
C -3.3923 -2.9394 -1.5185 2.3086 -2.0805 -5.1001
H -2.9073 -3.9258 -1.3158 -1.1524 0.4122 0.3740
O -3.9977 -2.3601 -0.5194 -2.2119 -0.8390 3.9625
C -4.8200 -1.2921 -0.7527 -3.3646 -1.1965 -2.5840
H -5.4271 -1.5352 -1.8099 1.3673 0.9757 2.5150
C -4.0854 -0.0647 -0.7519 1.2462 5.8508 -2.3127
N -3.7382 0.3586 0.6851 -4.4977 6.1320 -5.1314
C -2.7197 -0.3574 1.0636 2.7695 -2.3938 7.9908
C -1.3566 -0.3311 0.5593 3.4688 -2.2124 1.0095
N -0.1838 -0.1386 1.3161 -6.3883 0.9691 -0.5287
C 0.7111 -0.0174 0.4153 2.0374 -2.8358 -5.4064
N 0.2106 -0.4418 -0.8839 5.6434 1.0866 1.4692
O -1.0173 -0.8200 -0.7387 -2.3916 3.1957 4.2382
C 2.2122 0.0810 0.8072 -0.5433 -3.6376 -16.0510
C 2.9947 -1.2915 0.4644 0.4106 8.1994 14.9653
C 2.8907 -2.0253 -0.4690 -0.1064 -7.4549 -14.7732
C 3.7712 -3.2910 -0.6999 -2.1420 9.0978 11.3908
C 4.5275 -3.6094 0.3523 -1.4074 2.7669 -1.4801
C 4.7174 -2.7353 1.3920 -2.8227 2.3330 7.1524
C 3.8070 -1.6607 1.7331 1.0182 -9.7179 -17.0303
H 3.8305 -1.1629 2.4548 0.3693 7.4912 11.1386
H 5.1368 -3.0751 2.4160 0.4507 0.1328 -2.1742
H 5.1631 -4.3278 0.2027 3.4957 -4.4297 -0.2379
H 3.6282 -3.6323 -1.5050 -1.4033 -5.6520 -11.0171
H 2.3055 -1.4949 -1.6299 1.5309 -1.9961 3.8557
C 2.9507 1.1232 -0.0243 -3.5162 -2.0477 -2.3689
C 2.6192 1.1291 -1.3627 13.2815 10.2238 6.3731
C 3.3181 2.4681 -2.0844 -4.9736 -8.4559 2.0558
C 4.1436 3.0546 -1.2986 4.4446 4.7615 -3.7996
C 4.5220 2.8412 0.0033 4.1417 6.5069 -2.8946
C 3.8243 2.0021 0.5749 -3.0953 -6.2450 4.4692
H 3.9938 1.7071 1.5466 0.4438 -0.0559 2.5610
H 5.2520 3.5279 0.4625 -0.3584 -0.7000 -0.1660
H 4.7261 3.7358 -1.9744 0.0079 0.3337 1.3754
H 3.0356 2.3995 -3.0958 0.3906 1.2407 -1.1783
H 1.9134 0.9096 -1.8261 -11.0933 -5.0244 -6.8589
H 2.2145 0.2700 1.6590 0.3457 2.6705 13.8069
H -2.6459 -0.0966 2.5091 0.4669 -0.9028 -4.1316
H -3.0930 -1.3578 1.1141 0.3914 -1.0464 0.1096
C -3.5418 2.0521 0.7152 3.5519 -5.3182 -5.4566
C -2.1236 2.3817 0.0208 -9.5816 5.6384 -0.6935
H -2.3325 2.1715 -0.9271 0.0534 -1.7689 -4.3622
H -2.3315 3.5028 -0.1304 1.6266 -0.9671 0.9849
H -1.3291 2.0188 0.3765 6.1196 -2.2054 3.1430
C -3.4712 2.4183 2.0121 3.9917 -9.6615 4.1310
H -4.0178 1.8292 2.6318 -2.7279 -0.7983 2.0298
H -2.3326 1.9758 2.5775 -2.7034 1.1861 -1.9646
H -3.3416 3.2901 2.1849 0.7084 11.1493 2.3923
H -4.2960 2.4672 0.0718 -0.6488 -0.0757 0.0042
H -4.7844 0.8621 -1.2082 1.6948 -2.5616 1.1648
H -3.1420 -0.0986 -1.5124 -1.9810 0.1177 1.8895
H -5.5434 -1.1291 0.0634 -0.0440 -0.9369 -0.2444
H -3.9131 -2.9888 -2.5730 0.0074 -0.1388 2.0483
H -2.5350 -2.3768 -1.7733 1.3706 0.8853 -0.6548
```
Positions in Å, forces in eV/Å.

Energy relative to the best compared isomer or geometry (same formula, charge and spin) = 2456.53 kJ/mol
Lowest unoccupied orbital energy = 0.47 eV
Kohn-Sham gap = 9.13 eV